# 1
Computed, not measured: a structure of composition C25H36NOPtSi in a non-equilibrium geometry, with ωB97M-V with the def2-TZVPD basis set.

The geometry in XYZ format:
```
65
Properties=species:S:1:pos:R:3:forces:R:3
Pt -0.3176 -0.3416 0.4701 -1.0375 -1.0086 0.4199
C -2.9093 -2.1554 -2.7698 0.1422 0.0508 -0.0083
Si -2.1512 -2.4352 -1.0914 -0.3173 0.0397 0.1353
C -1.8804 -4.2138 -0.6254 0.1124 -0.0581 -0.0116
C -3.2634 -1.7066 0.2071 0.0886 0.0483 0.0305
N -0.5253 -1.5610 -1.1083 0.1881 1.1450 -0.0850
C 0.4783 -1.9026 -1.9281 0.4622 -0.4619 -0.1581
C 0.3998 -3.0214 -2.8230 0.1105 0.1153 0.2369
C 1.3993 -3.3085 -3.6991 0.0717 0.0636 -0.0851
C 2.5603 -2.5077 -3.7294 -0.1353 -0.0348 0.0987
C 2.7019 -1.4222 -2.8968 0.0642 0.0926 -0.1343
C 1.6888 -1.1116 -1.9951 -0.4671 0.0746 0.1239
O 1.7569 -0.1141 -1.1161 0.2652 -0.2557 -0.2065
C 2.6992 0.9155 -1.2448 0.1703 -0.0584 -0.1470
C 3.6334 1.0417 -0.2389 0.0484 0.0117 0.0826
C 4.5322 2.0971 -0.3048 0.0005 0.0128 -0.0162
C 4.4816 2.9947 -1.3621 -0.0711 -0.0289 -0.0456
C 3.5293 2.8419 -2.3637 0.0947 0.0296 0.0728
C 2.6227 1.7952 -2.3092 0.0300 -0.1006 -0.0540
H -3.9162 -2.5762 -2.7804 -0.0190 -0.0280 0.0575
H -2.3536 -2.6034 -3.5905 0.0277 -0.0134 -0.0638
H -3.0012 -1.0860 -2.9664 -0.0035 0.0127 -0.0286
H -2.8599 -4.6764 -0.4896 -0.0353 -0.0133 0.0038
H -1.3655 -4.2698 0.3363 0.0107 -0.0144 0.0103
H -1.3247 -4.8196 -1.3382 -0.0163 -0.0328 0.0140
H -4.2361 -2.1918 0.0899 -0.0427 -0.0577 -0.0375
H -3.4200 -0.6339 0.1110 0.0226 0.0235 0.0086
H -2.9238 -1.9149 1.2222 0.0474 0.0361 0.0158
H -0.4835 -3.6359 -2.8038 -0.0383 -0.0490 -0.0001
H 1.3089 -4.1517 -4.3685 0.0069 0.0006 -0.0208
H 3.3629 -2.7579 -4.4090 0.0263 -0.0127 -0.0168
H 3.6006 -0.8230 -2.9244 -0.0086 0.0395 0.0338
H 3.6518 0.3293 0.5761 -0.0261 0.0228 -0.0128
H 5.2728 2.2141 0.4733 0.0237 0.0114 0.0180
H 5.1834 3.8151 -1.4067 0.0168 0.0219 -0.0044
H 3.4876 3.5415 -3.1870 0.0029 0.0133 -0.0087
H 1.8737 1.6619 -3.0791 -0.0127 0.0010 0.0050
C -0.0792 1.8999 5.2719 0.0257 0.0044 0.0509
C -0.6812 0.5213 4.9581 -0.0777 0.1042 -0.1793
C 0.0853 -0.5644 5.7232 0.0584 -0.0642 -0.0567
C -2.1643 0.4991 5.3480 0.0190 -0.0246 0.0094
C -0.5412 0.2957 3.5140 -0.0306 -0.1366 -0.0400
C -0.4457 0.1043 2.3077 0.3528 0.0722 0.4101
H -0.1865 2.0948 6.3387 0.0061 0.0367 0.0457
H -0.5951 2.6876 4.7238 -0.0072 0.0143 -0.0047
H 0.9797 1.9308 5.0175 0.0047 0.0052 -0.0105
H -0.0199 -0.3952 6.7953 -0.0115 0.0249 0.0060
H 1.1450 -0.5422 5.4700 0.0047 -0.0136 0.0042
H -0.3068 -1.5544 5.4918 -0.0024 -0.0174 0.0048
H -2.2633 0.6824 6.4181 -0.0116 0.0103 0.0274
H -2.6108 -0.4689 5.1225 -0.0086 -0.0158 -0.0082
H -2.7186 1.2689 4.8121 -0.0105 0.0089 -0.0063
C -2.2566 1.6959 -1.5499 -0.0372 0.0594 0.0093
C -0.7647 1.9308 -1.3772 0.3089 0.0871 -0.1035
C -0.4011 3.3883 -1.6958 -0.0820 -0.0694 -0.0969
C -0.2778 1.6538 0.0395 0.0872 0.0806 -0.5983
H -2.5982 2.0668 -2.5164 0.0002 -0.0036 -0.0283
H -2.8196 2.2183 -0.7735 -0.0219 0.0099 -0.0017
H -2.5033 0.6380 -1.4905 -0.0261 -0.0492 0.0393
H -0.2213 1.2836 -2.0876 -0.1276 0.1547 0.2103
H -0.9282 4.0745 -1.0321 -0.0435 0.0142 0.0325
H -0.6875 3.6272 -2.7212 -0.0051 0.0417 -0.0018
H 0.6679 3.5683 -1.5889 0.0132 0.0076 0.0233
H -0.8798 2.1887 0.7700 -0.0045 -0.0632 0.0178
H 0.7792 1.9001 0.1744 -0.1762 0.0824 0.0227
```
Positions in Å, forces in eV/Å.

Calculated values
HOMO energy (alpha / beta): -11.07 / -11.13 eV
Energy above the lowest of the compared OMol25 structures with the same formula, charge and spin: 2.7 kcal per mole
Kohn-Sham gap (alpha / beta): 4.9 / 5.0 eV
Charge: +1
Total energy: -1512.6933 Eh


# 2
Computed, not measured: a cluster of 7 separate species, C42H39N8O12P in total in a non-equilibrium geometry, with ωB97M-V with the def2-TZVPD basis set.

The geometry in XYZ format:
```
102
Properties=species:S:1:pos:R:3:forces:R:3
O -8.3181 1.3420 -4.8321 0.0252 -0.7400 0.0759
N -8.2989 0.1230 -4.7113 -0.5446 0.3055 -0.3438
O -9.1702 -0.6284 -5.1302 0.5387 0.4452 0.2485
C -7.1578 -0.4760 -4.0137 0.6665 -0.3860 0.4266
C -6.1618 0.3479 -3.4887 -0.0033 0.0789 0.0027
C -5.0932 -0.2253 -2.8066 -0.1601 -0.1558 -0.0941
C -5.0212 -1.6074 -2.6560 0.0298 0.0575 -0.0019
C -6.0104 -2.4248 -3.1909 -0.1165 0.1581 -0.0488
C -7.0860 -1.8624 -3.8728 -0.0264 0.0477 -0.0153
H -6.2054 1.4263 -3.5985 -0.1857 -0.1972 -0.0822
H -4.3157 0.4065 -2.3881 -0.1178 -0.0358 -0.0720
H -4.1877 -2.0500 -2.1175 -0.0857 0.0468 -0.0757
H -5.9426 -3.5026 -3.0717 -0.1111 0.3374 -0.0428
H -7.8530 -2.5114 -4.2824 0.0218 0.2752 0.0070
O -1.0230 -1.0548 -1.9435 0.2527 0.3649 -0.3259
N -0.4590 -0.2945 -2.7195 -0.1468 -0.4562 -0.1822
O -0.0566 -0.6228 -3.8279 -0.1328 0.1200 0.5265
C -0.2467 1.0921 -2.2959 0.1315 0.7515 0.2633
C -0.6578 1.4983 -1.0250 -0.0071 -0.0036 0.0409
C -0.4312 2.8118 -0.6219 0.0323 -0.1389 -0.2271
C 0.1962 3.7077 -1.4846 0.0126 -0.0213 -0.0601
C 0.5946 3.2984 -2.7544 -0.1319 -0.1808 0.2134
C 0.3750 1.9876 -3.1655 0.0714 -0.0322 -0.1303
H -1.1476 0.8105 -0.3436 0.0988 -0.0432 -0.2391
H -0.7407 3.1373 0.3656 0.0584 -0.0633 -0.1627
H 0.3762 4.7297 -1.1648 -0.0691 -0.1657 -0.0066
H 1.0802 4.0020 -3.4230 -0.0678 -0.1326 0.0522
H 0.6934 1.6819 -4.1568 -0.1229 -0.1418 0.2011
O -1.3430 -7.0459 0.4804 -0.6954 0.0845 -0.2256
N -2.5351 -6.9278 0.2223 0.4469 -0.1545 -0.3392
O -3.0215 -7.0824 -0.8908 0.3200 0.0395 0.5927
C -3.4400 -6.5725 1.3170 -0.5610 0.2236 0.6451
C -2.9235 -6.3506 2.5936 0.0997 0.0090 0.0373
C -3.7849 -5.9897 3.6247 -0.1130 -0.0400 -0.2443
C -5.1492 -5.8572 3.3795 0.0180 -0.0139 -0.0520
C -5.6603 -6.0901 2.1055 0.2770 -0.0102 0.1065
C -4.8063 -6.4487 1.0672 -0.0647 -0.0226 -0.1457
H -1.8628 -6.4502 2.7980 -0.1418 -0.0255 -0.2301
H -3.3927 -5.8083 4.6203 -0.0078 -0.0421 -0.1561
H -5.8179 -5.5698 4.1859 0.0899 -0.0471 -0.1064
H -6.7249 -5.9880 1.9213 0.1595 -0.0290 -0.0337
H -5.2172 -6.6241 0.0779 0.2593 0.0282 0.0624
O 0.5769 4.9442 1.3214 0.4623 0.5612 0.1825
N 1.4379 5.7771 1.5883 -0.3820 0.3012 -0.0993
O 1.3003 6.9846 1.4418 0.0017 -0.7792 0.0476
C 2.7171 5.2937 2.1132 0.7379 -0.3251 0.3026
C 2.9262 3.9228 2.2612 -0.0646 -0.0120 -0.0302
C 4.1505 3.4664 2.7383 0.3814 0.5944 0.2233
C 5.1530 4.3756 3.0676 -0.1827 0.1522 -0.0631
C 4.9350 5.7441 2.9273 -0.1295 -0.1629 -0.0215
C 3.7146 6.2093 2.4484 0.0245 0.1429 0.0050
H 2.1541 3.2042 2.0090 0.0499 0.2562 -0.0102
H 4.3248 2.4061 2.8514 -0.0158 0.4447 0.0863
H 6.1099 4.0155 3.4348 -0.1304 0.0470 -0.0369
H 5.7190 6.4481 3.1883 -0.1410 -0.0191 -0.0934
H 3.5589 7.2777 2.3410 -0.1335 -0.2112 -0.0771
O 8.2075 9.1274 4.1696 -0.7745 0.0653 -0.1586
N 7.0185 9.2497 3.9039 0.5186 -0.1482 -0.4609
O 6.5380 9.0931 2.7879 0.2317 0.0274 0.6421
C 6.1090 9.6124 4.9940 -0.5440 0.2366 0.6562
C 6.6206 9.8360 6.2720 0.0780 0.0037 0.0277
C 5.7561 10.2036 7.2984 -0.1319 -0.0422 -0.2451
C 4.3936 10.3409 7.0472 0.0250 -0.0120 -0.0350
C 3.8872 10.1063 5.7717 0.2575 -0.0187 0.0859
C 4.7443 9.7411 4.7382 -0.0457 -0.0181 -0.0668
H 7.6800 9.7326 6.4813 -0.1389 -0.0242 -0.2422
H 6.1449 10.3864 8.2952 -0.0078 -0.0415 -0.1560
H 3.7227 10.6335 7.8498 0.0885 -0.0479 -0.1080
H 2.8238 10.2121 5.5826 0.1543 -0.0325 -0.0270
H 4.3369 9.5643 3.7482 0.2570 0.0137 0.0905
O 3.2237 1.1012 1.9309 -0.2915 -1.3969 -0.0216
N 3.3792 -0.0539 2.3135 0.0796 0.1616 0.3568
O 3.8003 -0.3647 3.4197 -0.2677 0.3068 -0.6852
C 3.0413 -1.1321 1.3828 -0.1735 -0.6334 -0.5791
C 2.5939 -0.8182 0.0995 -0.0084 0.0987 -0.0363
C 2.2963 -1.8459 -0.7892 0.0603 -0.0774 0.2194
C 2.4409 -3.1728 -0.3940 0.0135 0.0579 0.0373
C 2.8778 -3.4805 0.8914 -0.0373 0.2444 -0.1083
C 3.1812 -2.4596 1.7864 0.0411 -0.0409 0.0977
H 2.4766 0.2120 -0.2211 0.0836 -0.0890 0.2204
H 1.9535 -1.6130 -1.7927 0.0473 -0.0014 0.1311
H 2.2125 -3.9724 -1.0922 0.0247 0.1317 0.1078
H 2.9855 -4.5171 1.1941 -0.0059 0.1564 0.0039
H 3.5238 -2.7127 2.7843 -0.0324 0.2426 -0.1257
C 1.0576 -6.6673 -2.6388 0.6276 -0.2196 0.8752
P 0.0618 -6.3195 -4.2156 1.3708 -1.1149 -1.2995
C 0.3288 -4.5771 -4.8936 -0.1300 1.0544 0.2471
C -1.7583 -6.8238 -4.0829 -1.6246 -0.9748 -0.2313
C -1.9546 -8.1521 -5.0049 0.9216 -2.9677 -2.1568
N -1.9434 -9.1399 -5.7154 -0.2953 5.6052 4.0435
C -2.8436 -5.7409 -4.5819 -1.9120 -0.4186 0.6495
C -4.0617 -5.6593 -3.5025 -3.2565 1.9138 1.5505
N -5.0312 -5.4053 -2.8096 5.7810 -1.9171 -3.8553
H 1.9904 -7.2741 -2.9757 -1.6461 1.1667 0.4182
H 0.5067 -7.3692 -1.8951 0.6997 1.4793 -1.2083
H 1.4445 -5.7120 -2.1163 -0.8479 -1.5767 -0.6501
H -0.0029 -3.7161 -4.2130 0.3153 -1.0722 -1.0518
H -0.2104 -4.5182 -5.9200 0.9687 -0.0893 1.7897
H 1.4671 -4.4294 -5.0727 -1.9665 -0.5472 0.2552
H -2.0468 -7.1382 -3.0194 0.5747 0.3807 -1.4787
H -3.3523 -6.0933 -5.5627 0.9230 0.6484 1.7015
H -2.4509 -4.6807 -4.7468 -0.4797 -1.5576 0.5060
```
Positions in Å, forces in eV/Å.

Calculated values
HOMO energy: -8.08 eV
Kohn-Sham gap: 7.0 eV
Charge: 0
Total energy: -3305.4639 Eh


# 3
Computed, not measured: the molecule C3H9NO2 in a non-equilibrium geometry, with ωB97M-V with the def2-TZVPD basis set.

The geometry in XYZ format:
```
15
Properties=species:S:1:pos:R:3:forces:R:3
O 2.9198 0.3690 0.1304 0.4200 -0.1220 -0.2751
C 1.5542 0.6289 -0.1403 0.2297 -0.7431 0.0407
C 0.6641 -0.4964 0.3856 -1.0707 0.8644 0.3141
N -0.7122 -0.0372 0.5346 -0.0683 0.4853 -0.3145
C -1.6819 -0.4572 -0.4199 -0.8248 0.6902 0.2289
O -2.8162 0.4386 -0.3605 0.3798 -0.1108 -0.6796
H 3.0888 0.4973 1.0682 -0.0843 -0.0043 -0.0203
H 1.4499 0.6546 -1.2284 0.0891 0.3978 0.1186
H 1.2651 1.5622 0.3186 -0.3576 0.3858 -0.0690
H 0.9623 -0.7355 1.4010 0.5871 -0.5758 -0.0796
H 0.6650 -1.3340 -0.3055 0.4969 -0.4634 0.2691
H -1.0734 -0.0600 1.4691 0.0135 -0.1470 0.2182
H -2.1341 -1.4287 -0.1938 0.3572 -0.3165 -0.2756
H -1.2179 -0.4053 -1.4107 -0.1136 -0.3838 0.0910
H -2.9334 0.8037 -1.2485 -0.0539 0.0433 0.4331
```
Positions in Å, forces in eV/Å.

Calculated values
HOMO energy: -8.81 eV
Energy above the lowest of the compared OMol25 structures with the same formula, charge and spin: 46.6 kcal per mole
Kohn-Sham gap: 9.8 eV
Charge: 0
Total energy: -324.8983 Eh


# 4
Computed, not measured: a structure of composition C3H11NO in a non-equilibrium geometry, with ωB97M-V with the def2-TZVPD basis set.

The geometry in XYZ format:
```
16
Properties=species:S:1:pos:R:3:forces:R:3
C -0.7967 0.0543 -0.2515 2.1389 -0.1151 0.7831
C -1.1113 1.5014 0.0258 -0.3354 0.0165 -0.0471
C -1.4701 -0.9516 0.6457 -0.3294 0.0547 -0.0569
H -0.9046 -0.1961 -1.3048 0.0107 -0.0135 -0.0467
H 0.6223 -0.0525 0.1467 -2.7686 0.1952 -0.8341
H -2.1703 1.7104 -0.1684 -0.0175 0.0620 0.0053
H -0.5321 2.1703 -0.6119 0.0338 0.0384 0.0454
H -0.9264 1.7615 1.0704 0.0703 0.0037 -0.0243
H -1.2912 -0.7343 1.7010 0.0649 -0.0333 -0.0145
H -1.1374 -1.9685 0.4339 0.0253 -0.0206 0.0603
H -2.5568 -0.9328 0.4997 -0.0334 -0.0449 0.0323
N 1.7062 -0.3472 -0.3933 3.2672 -0.2474 0.9514
O 3.4919 -0.6108 -0.4069 -1.2609 0.1277 -0.2250
H 3.7335 -0.4381 0.5132 -0.3430 0.0388 -0.0703
H 1.5551 -1.2811 -0.7478 -0.2705 -0.0710 -0.2713
H 1.7879 0.3151 -1.1518 -0.2525 0.0088 -0.2875
```
Positions in Å, forces in eV/Å.

Calculated values
HOMO energy (alpha / beta): -7.92 / -7.95 eV
Energy above the lowest of the compared OMol25 structures with the same formula, charge and spin: 110.1 kcal per mole
Kohn-Sham gap (alpha / beta): 8.3 / 8.2 eV
Charge: 0
Total energy: -250.7212 Eh